Model one:
Below is an isolated molecule of C5H6N2O2, with properties calculated with wB97M-V/def2-TZVPD.

XYZ file:
```
15
Properties=species:S:1:pos:R:3:lowdin_charge:R:1
C -2.27455 -0.19707 0.03123 -0.03
C -0.84054 -0.08330 -0.06884 -0.29
C -0.25137 1.27677 -0.02390 0.03
C 1.12053 1.48259 -0.01483 -0.45
C 1.21867 -1.01940 -0.03914 -0.52
H -2.70337 0.96417 -0.07221 0.16
H -2.57693 -0.92878 -0.53985 0.03
H -2.73099 -0.65093 0.81769 0.06
H -0.93016 2.24898 -0.00057 0.15
H 3.00025 0.36503 -0.21248 0.28
H 1.30817 -2.80101 0.10109 0.16
N 1.84287 0.08665 0.02676 0.19
N -0.03558 -1.13381 -0.07096 0.15
O 1.76025 2.51050 0.02859 0.04
O 2.09276 -2.12040 0.03742 0.05
```

## Properties
- HOMO-LUMO gap: 9.24 eV
- SMILES: Cc1cc(=O)[nH]c(O)n1
- 2S+1: 1
- E_HOMO: -0.3253 Ha

***

Model two:
Below is a structure of composition C5H6N2O2, with properties calculated with wB97M-V/def2-TZVPD.

XYZ file:
```
15
Properties=species:S:1:pos:R:3:lowdin_charge:R:1
C -0.95937 -0.76322 -1.01469 -0.30
C 0.50402 -0.34928 -0.68929 -0.24
C 1.03776 0.01224 1.62912 -0.11
C 0.37144 0.74708 0.41377 -0.21
C 0.82622 2.17487 0.18367 -0.16
H -3.09646 -0.39775 -0.01929 0.34
H -1.39794 -0.43199 -2.25906 0.20
H -0.85120 -1.94225 -1.11816 0.14
H 1.01487 0.04266 -1.61558 0.16
H 1.06312 0.39437 2.66546 0.13
H -0.76390 0.69396 0.65543 0.14
N 1.41877 -1.14649 1.39512 0.09
N 1.36943 3.05534 -0.31081 0.14
O -1.78400 -0.66818 0.09082 -0.22
O 1.24723 -1.42137 -0.00651 -0.11
```

## Properties
- HOMO-LUMO gap: 9.37 eV
- 2S+1: 1
- E_HOMO: -0.3732 Ha

***

Which one is most stable, and which one is least stable? model one is the most stable of them, while model two is the least stable.

***

Model one:
Below is an isolated molecule of C5H6N2O2, with properties calculated with wB97M-V/def2-TZVPD.

XYZ file:
```
15
Properties=species:S:1:pos:R:3:lowdin_charge:R:1
C 0.63010 0.22183 -0.85381 -0.42
C -1.44855 -0.28795 -0.60658 -0.18
C -1.22788 0.56798 0.70662 -0.02
C 0.24471 -0.11300 0.61492 -0.30
C -0.68153 -1.42387 0.33408 -0.21
H 2.60634 0.10535 -0.55112 0.12
H 2.11714 0.50353 -2.15271 0.11
H -2.44390 -0.40014 -1.05672 0.13
H -1.79970 0.28705 1.59519 0.12
H -1.28886 1.65481 0.54584 0.12
H 1.45555 0.81815 1.78704 0.09
N 1.90128 0.53808 -1.15889 0.15
N -0.40203 0.15864 -1.57171 0.11
O 1.11773 -0.06177 1.71087 0.04
O -0.78040 -2.56870 0.65697 0.14
```

## Properties
- HOMO-LUMO gap: 9.71 eV
- SMILES: NC1=N[C@@H]2C[C@@]1(O)C2=O
- 2S+1: 1
- E_HOMO: -0.3354 Ha

***

Model two:
Below is an isolated molecule of C5H6N2O2, with properties calculated with wB97M-V/def2-TZVPD.

XYZ file:
```
15
Properties=species:S:1:pos:R:3:lowdin_charge:R:1
C -1.89759 -1.27856 0.35735 -0.06
C 0.28838 -1.53337 -0.33567 0.12
C -1.08912 -2.30502 0.01608 0.02
C -1.04772 -4.01039 -0.00694 -0.73
C 1.01812 0.87695 -0.15097 0.04
N -1.16099 -0.14915 0.43380 0.04
N 0.09150 -0.25235 -0.04463 -0.14
O -2.11584 -4.54090 0.11757 0.02
O 0.08919 -4.32789 -0.27839 -0.01
H -2.91362 -1.37702 0.94252 0.18
H 1.11455 -2.03725 -0.66417 0.10
H 0.41538 1.64863 0.31187 0.09
H 1.86208 0.70605 0.50018 0.10
H 1.28505 1.12992 -1.17030 0.10
H -1.48142 0.65520 0.84276 0.13
```

## Properties
- HOMO-LUMO gap: 8.18 eV
- 2S+1: 1
- E_HOMO: -0.3057 Ha

***

Which one is most stable, and which one is least stable? model one is the most stable of them, while model two is the least stable.

***

Model one:
Below is an isolated molecule of C5H6N2O2, with properties calculated with wB97M-V/def2-TZVPD.

XYZ file:
```
15
Properties=species:S:1:pos:R:3:lowdin_charge:R:1
C -0.01321 0.62479 0.73390 -0.29
C 0.72059 1.14481 -0.57023 -0.48
C -0.36016 -0.82737 0.54873 -0.26
N 0.04382 0.95152 -1.70494 0.18
C -1.52985 -1.24308 0.03866 0.09
O 0.80733 0.84974 1.83254 0.00
C 0.70844 -1.74608 0.71615 -0.18
O 1.83706 1.59966 -0.45849 0.08
N 1.56516 -2.49267 0.85997 0.19
H 1.65807 1.18441 1.49215 0.10
H -0.93961 1.21010 0.82835 0.16
H 0.47501 1.21374 -2.57781 0.12
H -0.84332 0.41354 -1.68481 0.11
H -2.38563 -0.58720 -0.00169 0.08
H -1.74370 -2.29592 -0.05249 0.08
```

## Properties
- HOMO-LUMO gap: 10.10 eV
- SMILES: C=C(C#N)[C@@H](O)C(N)=O
- 2S+1: 1
- E_HOMO: -0.3773 Ha

***

Model two:
Below is a structure of composition C5H6N2O2, with properties calculated with wB97M-V/def2-TZVPD.

XYZ file:
```
15
Properties=species:S:1:pos:R:3:lowdin_charge:R:1
C -0.79267 -0.70756 0.25023 -0.30
C 0.81579 1.30441 0.08468 -0.18
C 1.93786 0.65039 -0.10750 -0.04
C 1.29059 -0.70234 -0.55567 -0.28
C 0.49488 -1.15975 0.53259 -0.24
H -3.89859 -0.44814 0.29528 0.27
H -1.31887 1.30414 -0.28360 0.17
H 0.90758 2.44472 0.09428 0.14
H 2.96445 0.93456 0.37560 0.14
H 0.78831 -0.57351 -1.57983 0.19
H 0.89582 -0.67013 1.44702 0.18
N -1.99891 -0.99490 0.03443 -0.01
N -0.46187 0.67029 -0.06675 0.03
O -2.92748 0.01713 -0.30389 -0.16
O 1.30309 -2.06931 -0.21687 0.08
```

## Properties
- HOMO-LUMO gap: 8.78 eV
- 2S+1: 1
- E_HOMO: -0.3101 Ha

***

Which one is most stable, and which one is least stable? model one is the most stable of them, while model two is the least stable.